(1)
Density functional theory data (the ωB97M-V functional and the def2-TZVPD basis) for a 9-piece molecular cluster, C25H54Cl2N6O11 overall.

DFT total energy: -3061.449532 Ha
HOMO: -0.77 eV
Total charge: -2

```
98
Properties=species:S:1:pos:R:3:forces:R:3:mulliken_charge:R:1
O -1.9484 0.9890 0.9565 0.75 -0.51 0.52 -0.997
C -0.5407 0.7429 0.7754 -3.14 0.73 -0.30 0.352
C -0.0213 -0.6947 0.4703 -2.02 -0.76 -1.23 1.719
O -0.6138 -1.4066 -0.5995 1.65 0.85 1.30 -1.339
H -0.1826 1.1689 1.7125 1.67 -0.20 0.44 0.173
H -0.3449 1.4284 -0.0492 1.20 0.24 -0.60 -0.627
H -0.1296 -1.2131 1.4229 -0.52 -0.65 0.97 -0.598
H 1.0682 -0.6895 0.4350 1.19 0.52 -0.37 -0.764
C -2.6526 -1.8595 3.4865 1.48 1.50 -0.70 0.069
C -1.5778 -0.9195 4.1814 -0.69 0.04 -2.12 0.623
O -1.8565 -1.0586 5.5291 -1.29 -0.66 2.44 -0.450
C -3.0116 -1.7752 5.7397 1.37 -0.91 -2.32 0.526
O -3.5009 -2.0805 6.7658 -0.31 0.48 1.46 -0.551
O -3.4566 -2.2957 4.5567 -0.06 0.47 0.88 -0.413
H -2.2065 -2.6948 2.9466 -0.12 -0.07 0.18 0.151
H -3.2039 -1.2291 2.7889 -0.15 -0.29 -0.08 0.194
H -1.7446 0.1187 3.8946 -0.08 0.01 -0.23 -0.251
H -0.5345 -1.1342 3.9497 -0.10 -0.39 0.16 0.056
C -4.3654 2.4782 2.9746 1.61 -0.17 0.38 -0.764
C -3.2216 3.2462 3.7315 -0.79 1.68 0.67 0.693
O -3.6226 4.0179 4.6603 1.89 -1.78 -1.65 -0.722
N -1.8862 3.1338 3.2930 -2.46 0.42 0.51 0.121
C -0.7585 3.6553 4.0560 -1.25 -0.76 0.49 -1.023
H -4.7202 1.6455 3.5818 0.34 -0.08 0.34 0.232
H -3.9680 2.0174 2.0702 -0.17 0.13 -0.34 0.142
H -5.2546 3.1004 2.8732 0.42 0.33 -0.31 0.333
H -1.7487 2.6781 2.4022 -0.06 -1.06 -0.50 -0.055
H 0.1796 3.6968 3.5025 -0.41 0.33 -0.33 0.304
H -0.6018 2.9228 4.8479 0.33 0.20 0.42 0.286
H -1.1093 4.5830 4.5081 0.57 0.21 0.00 0.353
C 3.0871 0.3504 2.8100 0.98 0.38 1.10 -0.479
C 4.6006 0.4781 3.1601 -1.15 -1.94 -1.70 0.609
O 5.2331 -0.2267 3.9085 -0.42 -0.43 1.66 -0.654
N 5.2218 1.3882 2.4024 1.11 1.25 -0.95 -0.150
C 6.5866 1.7582 2.7263 0.22 0.77 0.13 -1.070
H 2.6648 0.2411 3.8089 -0.61 0.10 -0.18 0.354
H 2.7466 -0.4851 2.1984 0.50 -0.16 0.05 -0.053
H 2.7686 1.2729 2.3246 -0.24 -0.10 0.20 0.179
H 4.9502 1.3210 1.4320 -0.02 0.55 -0.09 0.133
H 6.8179 1.4087 3.7325 -0.07 -0.06 -0.18 0.379
H 6.6440 2.8467 2.7257 0.00 0.18 0.12 0.341
H 7.3938 1.4567 2.0587 -0.34 -0.61 -0.25 0.283
C -2.2563 -4.7852 -3.9986 -0.11 -0.19 0.44 -1.395
C -1.9811 -3.8841 -2.8108 0.25 1.63 0.76 0.789
O -2.9413 -3.4938 -2.1676 -0.22 -0.80 0.32 -0.635
N -0.7480 -3.3253 -2.6056 -0.49 -2.02 -2.41 0.920
C 0.3638 -3.4515 -3.5563 -0.16 0.81 1.52 -0.945
H -1.5173 -5.5331 -4.2860 0.43 0.53 -0.29 0.338
H -2.4999 -4.0047 -4.7194 0.15 -0.51 -0.77 0.226
H -3.1568 -5.3608 -3.7840 -0.11 0.33 0.10 0.366
H -0.6364 -2.6162 -1.8951 -0.42 1.15 0.98 -0.026
H 1.0111 -4.2393 -3.1710 0.42 -0.20 -0.68 0.270
H 0.8764 -2.4945 -3.4596 0.43 0.01 0.06 0.082
H 0.1595 -3.5041 -4.6257 -0.54 -0.53 0.12 0.368
C -1.7605 3.4248 -3.9376 1.12 -0.12 -2.23 -1.260
C -2.5487 3.1420 -2.7464 -1.98 -4.57 -0.43 0.920
O -3.1442 2.0742 -2.5786 0.41 0.83 -0.50 -0.610
N -2.5221 4.0834 -1.8682 -0.12 3.04 3.13 -0.138
C -2.9705 4.0071 -0.4466 1.39 -0.48 -0.10 -0.950
H -1.9718 4.4087 -4.3565 0.24 0.23 0.10 0.504
H -1.9091 2.7082 -4.7454 -0.46 -0.10 0.25 0.146
H -0.7017 3.2966 -3.7127 0.15 0.41 0.15 0.258
H -1.9937 4.8773 -2.2005 -0.08 0.19 0.84 0.191
H -2.1294 3.7846 0.2101 0.84 0.80 -0.11 0.322
H -3.3998 3.0544 -0.1363 -1.18 0.02 -1.06 0.329
H -3.4444 4.9342 -0.1242 -0.32 -0.34 -0.14 0.358
C -1.4945 -0.0793 -5.9916 -0.65 -0.07 1.31 -1.580
C -1.1282 -0.1615 -4.4813 -3.55 -2.53 2.94 0.653
O -1.8214 -0.7594 -3.5893 2.08 2.01 -3.83 -0.579
N -0.0155 0.4901 -4.1653 2.75 1.32 0.44 0.251
C 0.5624 0.7089 -2.8118 -0.12 -0.67 -0.39 -0.268
H -1.1448 0.8637 -6.4118 0.57 -0.37 -0.35 0.423
H -2.5783 -0.0158 -6.0884 -0.06 -0.23 0.31 0.330
H -1.1937 -1.0149 -6.4632 0.32 0.33 -0.36 0.385
H 0.6295 0.6675 -4.9220 -0.26 0.17 0.01 0.285
H -0.1941 1.1494 -2.1623 0.11 -0.42 0.14 0.180
H 1.4792 1.2985 -2.8171 -0.35 0.89 -0.87 0.342
H 1.0093 -0.1907 -2.3886 -1.10 -0.59 0.21 -0.417
C 3.6590 -1.6196 -0.8689 -0.10 -0.68 0.61 -0.787
C 4.1487 -0.1808 -0.9292 -2.04 -1.17 0.25 0.722
O 5.2745 0.1585 -1.0884 3.48 0.54 -0.32 -0.718
N 3.1634 0.6872 -0.7674 -3.59 0.87 -0.13 0.748
C 3.1388 2.1259 -0.8094 1.84 0.95 1.21 -1.055
H 3.3161 -1.9377 0.1156 0.56 0.50 0.71 0.147
H 4.4497 -2.3217 -1.1335 -0.21 0.15 -0.40 0.442
H 2.6869 -1.8101 -1.3235 0.22 0.20 -1.04 -0.023
H 2.2404 0.2777 -0.7861 -0.16 -0.09 0.35 -0.523
H 3.4445 2.5986 -1.7428 0.00 -0.29 -0.18 0.403
H 3.8300 2.4545 -0.0332 0.84 0.26 -0.27 0.362
H 2.2965 2.6819 -0.3975 -1.00 -1.15 -0.50 0.207
Cl 1.5001 -5.9645 -0.6828 1.65 -1.49 -0.72 -0.253
C 0.4593 -4.6933 -0.1655 -0.38 1.20 1.86 0.651
C 0.7019 -4.4350 1.3623 -0.68 0.22 -0.84 0.307
Cl -0.0463 -5.7930 2.3023 0.64 0.32 0.03 -0.269
H -0.5108 -5.1183 -0.4233 -0.24 1.03 0.40 0.275
H 0.7244 -3.7800 -0.6981 -0.48 -0.06 0.02 -0.714
H 0.2943 -3.5166 1.7848 -0.78 -0.04 -0.66 -0.402
H 1.7609 -4.2556 1.5478 0.21 -1.01 0.08 0.405
```
Positions in Å, forces in eV/Å.

(2)
Density functional theory data (the ωB97M-V functional and the def2-TZVPD basis) for a 8-piece molecular cluster, C25H55BBrIN2O11 overall.

DFT total energy: -4818.829223 Ha
HOMO: -8.54 eV
SMILES: CN(C)B(O)C(=O)O[C@@](I)(CC(=O)Br)c1ccccn1.CCO.CCO.CCO.CCO.CCO.CCO.CCO

```
96
Properties=species:S:1:pos:R:3:forces:R:3:mulliken_charge:R:1
C 1.4581 1.0080 0.0788 1.47 -0.83 1.27 -0.314
N 1.9171 1.0394 -1.3619 -1.71 0.63 -0.35 0.057
C 2.6144 2.3290 -1.7334 -0.65 0.84 -1.16 -0.822
B 0.8263 0.6499 -2.3420 1.08 -1.89 -0.74 0.260
O 0.9744 -0.5821 -3.1523 -0.62 1.39 3.70 -0.353
C -0.5980 1.5086 -2.5627 1.26 6.07 0.44 0.319
O -0.4860 2.8367 -2.4369 -1.64 -8.16 -1.01 -0.484
O -1.8074 0.7587 -2.9241 0.52 1.66 2.58 -0.270
C -2.7820 0.6805 -1.8278 -1.00 1.54 0.39 -0.076
I -4.2010 -0.9322 -2.4441 0.77 0.65 0.12 0.055
C -2.1837 0.1864 -0.3864 -0.88 -0.92 0.68 0.136
C -1.8687 1.3728 0.6947 2.44 6.56 -2.03 0.409
O -1.4323 2.6068 0.4391 -3.13 -8.75 1.58 -0.433
Br -2.2026 0.9317 2.6512 0.26 0.11 -1.75 -0.209
C -3.7500 2.0400 -1.7211 -2.11 3.94 -0.66 0.443
C -3.6534 3.1916 -2.8661 -1.18 0.62 0.93 -0.279
C -4.5416 4.5924 -2.9303 -0.87 -4.20 4.74 -0.350
C -5.6009 4.6805 -1.6375 3.35 -3.10 -1.40 -0.396
C -5.5464 3.4231 -0.6040 0.69 0.69 -1.58 -0.156
N -4.7313 2.1760 -0.6076 0.92 3.74 -3.89 -0.192
H 0.6664 0.1434 0.2385 1.42 1.91 -0.31 0.106
H 2.4100 0.6816 0.7210 -2.25 0.75 -1.28 0.119
H 1.1225 2.0424 0.5169 0.23 -1.91 -1.05 0.121
H 2.5301 2.4293 -2.9199 0.35 -0.08 2.50 0.285
H 1.9973 3.2440 -1.2824 1.58 -1.77 -0.88 0.223
H 3.7570 2.3661 -1.4659 -2.34 -0.23 -0.23 0.237
H 1.2221 -1.2921 -2.4605 0.15 1.32 -1.85 0.316
H -3.0305 -0.4961 0.1066 1.92 1.71 -0.95 0.010
H -1.2726 -0.5646 -0.5645 -1.81 1.95 0.47 0.220
H -2.8691 3.0109 -3.7423 -1.92 0.48 2.21 0.219
H -4.4436 5.4165 -3.7547 -0.05 -2.00 1.70 0.284
H -6.3140 5.6236 -1.4991 1.70 -2.48 -0.14 0.263
H -6.2981 3.5233 0.3210 1.95 -0.48 -2.26 0.238
C 4.2502 -0.2995 4.1210 0.08 -0.18 0.13 -1.191
C 4.7058 0.6965 3.0748 0.03 0.01 0.24 0.152
O 3.5790 1.2757 2.4334 -0.37 0.38 0.07 -0.509
H 3.6440 -1.0881 3.6633 0.11 0.06 -0.01 0.278
H 5.1073 -0.7584 4.6218 -0.16 0.13 0.04 0.282
H 3.6221 0.1887 4.8733 0.12 0.00 0.02 0.438
H 5.3146 0.2004 2.3133 -0.19 0.20 0.07 0.229
H 5.3017 1.4954 3.5266 0.14 -0.19 0.06 0.064
H 3.0494 1.7209 3.1169 0.24 -0.22 -0.39 0.270
C 1.1856 -3.9636 -5.2517 -0.05 0.15 -0.22 -0.906
C 2.2055 -4.2694 -4.1745 -0.29 -0.09 -0.19 -0.269
O 1.6452 -4.0253 -2.8928 -0.25 -0.03 0.48 -0.496
H 0.8592 -2.9204 -5.1875 0.14 -0.11 0.00 0.185
H 1.6035 -4.1424 -6.2465 -0.10 -0.01 0.05 0.316
H 0.2926 -4.5848 -5.1275 0.11 -0.06 -0.07 0.337
H 3.0867 -3.6313 -4.2892 -0.15 -0.06 0.21 0.273
H 2.5273 -5.3142 -4.2239 0.13 0.02 -0.15 0.287
H 0.8685 -4.6028 -2.7976 0.41 0.33 -0.04 0.287
C -5.2732 -2.4074 1.7129 -0.07 -0.04 -0.21 -0.705
C -5.1769 -2.7933 3.1743 0.09 0.33 -0.15 -0.336
O -3.8591 -2.5636 3.6508 0.26 0.16 0.15 -0.478
H -4.5616 -2.9858 1.1145 -0.13 0.06 0.13 0.003
H -6.2821 -2.5828 1.3289 0.08 0.08 -0.06 0.370
H -5.0216 -1.3510 1.5736 -0.15 0.00 0.03 0.300
H -5.4076 -3.8546 3.3061 0.17 0.16 0.10 0.226
H -5.8764 -2.2102 3.7811 -0.19 -0.10 -0.07 0.315
H -3.6672 -1.6170 3.5371 -0.04 -0.47 0.03 0.249
C -6.4122 4.9581 -7.1243 -0.26 -0.06 0.05 -1.016
C -5.3226 5.9067 -6.6692 -0.03 -0.28 -0.33 -0.219
O -4.1398 5.1795 -6.3715 0.36 -0.13 -0.07 -0.473
H -6.6246 4.2154 -6.3482 0.02 0.17 -0.04 0.264
H -7.3326 5.5027 -7.3535 0.05 -0.10 -0.04 0.330
H -6.0979 4.4059 -8.0159 -0.05 0.14 -0.01 0.321
H -5.6321 6.4401 -5.7657 0.19 -0.09 -0.05 0.259
H -5.0954 6.6444 -7.4448 -0.18 0.14 0.04 0.290
H -3.8686 4.7162 -7.1825 -0.11 0.23 0.48 0.277
C 6.7747 4.0539 6.0259 -0.14 0.18 0.10 -0.990
C 7.4422 2.7330 6.3482 0.04 0.23 -0.26 -0.275
O 7.2871 1.8332 5.2607 0.10 -0.17 -0.33 -0.463
H 5.7091 3.9067 5.8215 0.13 -0.02 0.11 0.224
H 6.8813 4.7575 6.8563 -0.02 0.01 -0.11 0.364
H 7.2126 4.5002 5.1271 0.05 0.02 0.13 0.320
H 6.9870 2.2801 7.2339 0.07 -0.10 -0.22 0.275
H 8.5106 2.8700 6.5411 -0.02 0.09 0.20 0.257
H 7.7020 2.2410 4.4814 -0.22 -0.27 0.39 0.270
C -4.0154 -6.1283 2.2051 0.22 0.05 0.21 -1.018
C -4.0657 -5.8808 0.7117 -0.29 -0.10 0.26 -0.033
O -4.7137 -6.9645 0.0620 -0.34 -0.20 -0.18 -0.539
H -3.4807 -7.0586 2.4231 -0.01 0.15 -0.09 0.312
H -3.5147 -5.3039 2.7204 -0.06 -0.06 0.04 0.272
H -5.0252 -6.2383 2.6139 0.04 0.10 -0.02 0.322
H -3.0543 -5.7935 0.3038 -0.19 -0.12 -0.08 0.268
H -4.6100 -4.9591 0.4847 0.17 0.06 0.04 0.145
H -5.6136 -7.0282 0.4251 0.50 0.01 -0.21 0.318
C 7.5225 -3.7225 2.8566 0.17 -0.18 0.07 -1.167
C 6.9791 -2.3539 3.2114 -0.08 -0.32 -0.22 -0.005
O 7.0160 -1.5072 2.0721 -0.14 0.16 -0.36 -0.524
H 8.5518 -3.6448 2.4913 -0.12 0.03 0.13 0.289
H 7.5052 -4.3862 3.7257 0.00 -0.01 -0.11 0.350
H 6.9332 -4.1772 2.0537 -0.04 -0.01 0.14 0.336
H 7.5839 -1.8940 3.9985 -0.10 0.12 -0.21 0.275
H 5.9458 -2.4216 3.5653 0.11 -0.14 0.16 0.129
H 6.4692 -1.9202 1.3820 0.31 0.22 0.33 0.297
```
Positions in Å, forces in eV/Å.

(3)
Density functional theory data (the ωB97M-V functional and the def2-TZVPD basis) for a 6-piece molecular cluster, C25H56N8O7S overall.

DFT total energy: -2349.060282 Ha
HOMO: -8.19 eV
SMILES: C[C@H](O)CN[C@H](COCCCCN)N=C=S.CN(C)C=O.CN(C)C=O.CN(C)C=O.CN(C)C=O.CN(C)C=O

```
97
Properties=species:S:1:pos:R:3:forces:R:3:mulliken_charge:R:1
C 3.1284 -4.5137 1.3339 -0.04 0.07 0.07 -1.535
C 2.3682 -3.1875 1.4164 -0.04 0.10 0.07 0.652
O 1.0000 -3.3420 1.0329 0.06 -0.06 0.02 -0.560
C 3.0061 -2.1112 0.5228 0.03 -0.18 -0.06 -0.944
N 2.0648 -1.1226 0.0377 0.25 0.23 0.00 -0.097
C 1.4885 -0.2669 1.0146 -0.16 -0.27 0.10 -0.158
C 0.5328 0.7035 0.3303 0.08 0.19 -0.05 -0.455
O -0.3115 1.4176 1.2027 0.03 -0.05 0.06 -0.630
C -1.1333 0.6006 2.0259 0.04 -0.20 0.14 -0.558
C -1.9570 -0.4288 1.2608 -0.23 -0.08 -0.01 -0.658
C -2.7754 0.2098 0.1352 0.15 0.06 -0.05 -0.292
C -2.9839 -0.6850 -1.0770 -0.10 -0.08 -0.13 -0.628
N -3.5373 0.0865 -2.1989 0.01 -0.15 0.05 -0.657
N 2.4960 0.5172 1.8167 -0.30 -0.14 -0.20 -0.390
C 3.3907 1.1928 1.4238 0.25 0.08 0.00 0.455
S 4.6093 2.0543 0.9131 0.11 0.12 0.04 -0.435
H 3.2329 -4.9908 2.3074 -0.02 0.00 -0.07 0.392
H 2.5664 -5.1895 0.6854 0.11 0.02 -0.11 0.288
H 4.1244 -4.3766 0.9079 0.01 -0.02 0.04 0.382
H 2.3992 -2.8409 2.4576 -0.04 0.11 -0.05 0.161
H 0.6376 -4.0651 1.5542 -0.01 -0.01 0.01 0.347
H 3.4613 -2.5859 -0.3488 -0.13 -0.02 -0.04 0.564
H 3.8283 -1.6611 1.0994 0.03 -0.05 -0.03 0.309
H 2.4471 -0.5996 -0.7420 -0.06 0.00 -0.02 0.362
H 0.9765 -0.8967 1.7359 -0.04 0.04 0.04 0.180
H 1.1239 1.4501 -0.2023 -0.04 0.00 -0.03 0.576
H -0.0149 0.1417 -0.4320 -0.11 -0.03 0.13 0.046
H -0.5042 0.0869 2.7665 -0.07 -0.01 0.05 0.398
H -1.7832 1.2680 2.5894 0.05 0.13 -0.19 0.352
H -2.6278 -0.9071 1.9812 0.08 -0.04 0.04 0.609
H -1.3173 -1.2292 0.8734 0.03 0.08 -0.05 0.205
H -3.7423 0.5407 0.5254 0.01 0.05 -0.03 0.433
H -2.2535 1.1059 -0.2115 -0.03 -0.03 0.08 0.121
H -3.6794 -1.4983 -0.8426 0.08 -0.06 0.10 0.296
H -2.0233 -1.1565 -1.3252 0.01 0.06 -0.02 0.304
H -3.2554 1.0587 -2.1197 -0.07 -0.25 -0.08 0.418
H -3.1838 -0.2610 -3.0813 -0.07 -0.06 0.01 0.264
C -0.0399 1.8798 -3.1736 -0.01 0.04 0.01 -0.259
O 0.9032 1.1991 -2.8014 0.11 -0.05 -0.04 -0.712
N -0.4565 1.9406 -4.4529 -0.01 0.03 -0.01 0.369
C -1.5760 2.7687 -4.8664 0.05 -0.06 -0.05 -0.792
C 0.2454 1.1465 -5.4426 -0.01 0.00 0.00 -1.107
H -0.6287 2.5093 -2.4898 -0.02 -0.05 -0.01 0.600
H -2.3682 2.1502 -5.2953 -0.02 0.00 0.01 0.352
H -1.2607 3.5127 -5.5993 0.01 0.00 0.03 0.402
H -1.9756 3.2750 -3.9926 -0.01 -0.01 0.00 0.026
H 0.1982 0.0852 -5.1943 0.00 0.00 0.00 0.308
H 1.2994 1.4268 -5.4890 0.00 0.00 0.00 0.289
H -0.2148 1.3130 -6.4141 0.01 0.00 0.00 0.426
C 1.2110 5.6345 -6.4292 0.01 0.00 0.00 0.078
O 0.0283 5.4872 -6.1798 0.02 0.01 -0.02 -0.576
N 2.2072 5.3794 -5.5608 -0.01 0.00 0.03 0.173
C 3.5996 5.5590 -5.9073 -0.01 0.00 0.01 -0.933
C 1.8557 4.8986 -4.2344 -0.07 -0.03 -0.02 -0.776
H 1.5696 5.9978 -7.4071 0.00 -0.01 0.00 0.274
H 4.1460 4.6169 -5.8302 0.00 0.00 -0.01 0.335
H 4.0760 6.2891 -5.2500 0.00 0.01 -0.01 0.327
H 3.6715 5.9181 -6.9327 0.01 0.00 0.00 0.299
H 1.2868 3.9714 -4.3060 0.04 -0.02 0.02 0.081
H 1.2346 5.6290 -3.7146 0.02 0.01 0.01 0.296
H 2.7629 4.7214 -3.6626 0.01 -0.01 -0.01 0.406
C -1.6164 1.5240 5.4308 0.03 0.01 -0.07 0.192
O -2.5644 1.7566 4.7055 -0.08 0.02 0.13 -0.638
N -1.6421 0.6445 6.4525 -0.01 0.00 0.03 0.121
C -0.4836 0.3932 7.2810 -0.03 -0.01 -0.02 -0.933
C -2.8785 -0.0713 6.7119 0.02 0.00 -0.01 -0.928
H -0.6374 2.0147 5.3020 0.00 0.00 0.01 0.283
H -0.1790 -0.6538 7.2219 0.01 0.00 -0.01 0.347
H -0.6877 0.6363 8.3259 0.01 0.01 0.00 0.352
H 0.3437 1.0116 6.9371 0.01 0.00 0.01 0.296
H -3.1751 -0.6565 5.8409 0.00 -0.01 0.00 0.258
H -3.6876 0.6242 6.9362 0.00 0.00 0.01 0.291
H -2.7277 -0.7362 7.5594 -0.01 0.00 0.00 0.397
C -3.3347 3.9448 -1.6198 -0.28 0.21 0.18 0.043
O -2.9238 2.8126 -1.8102 0.25 0.47 -0.05 -0.593
N -4.5882 4.2240 -1.2302 0.11 -0.03 -0.05 0.177
C -5.0470 5.5780 -1.0116 0.01 0.01 0.01 -0.931
C -5.4993 3.1100 -1.0160 -0.05 -0.01 0.00 -0.871
H -2.7032 4.8396 -1.7481 0.00 -0.04 -0.02 0.252
H -5.3699 5.7184 0.0217 0.01 0.00 0.00 0.352
H -5.8819 5.8188 -1.6726 0.01 -0.01 -0.01 0.344
H -4.2329 6.2712 -1.2165 -0.01 0.01 0.00 0.286
H -5.1123 2.4425 -0.2461 0.00 0.00 -0.01 0.199
H -5.6195 2.5289 -1.9305 0.02 -0.02 0.02 0.303
H -6.4643 3.5026 -0.7041 0.00 0.00 0.00 0.399
C 4.1281 -7.8085 3.4528 -0.01 0.03 0.00 0.125
O 3.4379 -6.8274 3.6531 0.01 -0.07 0.07 -0.606
N 3.6639 -8.9706 2.9525 -0.01 -0.02 -0.01 0.116
C 4.5227 -10.1128 2.7299 -0.02 0.02 0.00 -0.917
C 2.2509 -9.0639 2.6284 0.02 0.01 0.00 -0.894
H 5.2100 -7.8271 3.6652 0.00 -0.01 0.00 0.289
H 4.5307 -10.3978 1.6759 0.01 0.00 0.00 0.346
H 4.1935 -10.9717 3.3182 0.01 0.00 0.01 0.335
H 5.5393 -9.8609 3.0265 0.01 -0.01 0.00 0.283
H 1.9771 -8.3194 1.8804 0.00 0.00 -0.01 0.245
H 1.6398 -8.8880 3.5139 0.00 0.00 0.00 0.298
H 2.0453 -10.0583 2.2391 -0.01 0.00 0.00 0.377
```
Positions in Å, forces in eV/Å.